[1]
{"formula": "C6H13N4", "method": "the ωB97M-V functional and the def2-TZVPD basis", "spin_multiplicity": 1, "e_tot_ev": -12385.2064, "lumo_ev": -4.61, "e_above_lowest_kj_mol": 164.2, "e_homo_ev": -13.184, "charge": 1, "species": ["C", "C", "C", "C", "C", "C", "N", "N", "N", "N", "H", "H", "H", "H", "H", "H", "H", "H", "H", "H", "H", "H", "H"], "positions_angstrom": [[-0.6206, -1.9712, -1.0077], [-1.8632, -1.3531, -1.2851], [0.2765, -1.3942, -0.2048], [-2.1835, -0.1072, -0.8749], [0.0791, -0.0454, 0.2205], [-1.2380, 0.7043, -0.1818], [3.4151, -0.1903, 1.6337], [1.0487, 0.6060, 0.7095], [-1.8157, 1.3943, 0.9281], [-0.7870, 1.6090, -1.3077], [-0.3713, -3.0276, -1.2875], [-2.5837, -2.0582, -1.8217], [1.2859, -1.7790, -0.0778], [-3.3110, 0.1791, -0.8850], [3.3765, -0.9872, 1.1220], [3.1899, -0.3710, 2.5869], [0.9198, 1.5792, 1.0971], [2.1318, 0.2441, 0.7155], [-2.7532, 1.2426, 0.8456], [-1.7438, 2.4675, 0.9075], [4.3350, 0.2107, 1.6357], [0.2271, 1.8371, -1.3046], [-1.0146, 1.2102, -2.1635]], "nbo_charge": [-0.0689, -0.2479, -0.3027, -0.1266, 0.4035, 0.1435, -1.0482, -0.6827, -0.8217, -0.7889, 0.2506, 0.2526, 0.2190, 0.2598, 0.3688, 0.3928, 0.4239, 0.4495, 0.3705, 0.3984, 0.4002, 0.3738, 0.3807]}

---

[2]
{"formula": "C8H8BrF8NO4", "method": "the ωB97M-V functional and the def2-TZVPD basis", "spin_multiplicity": 1, "e_tot_ev": -109887.8483, "lumo_ev": 0.14, "smiles": "FC(F)C(F)(F)COC(F)(F)C(F)F.O=C(Br)CNC(=O)O", "e_homo_ev": -10.416, "charge": 0, "species": ["O", "C", "Br", "C", "N", "C", "O", "O", "H", "H", "H", "H", "C", "C", "C", "F", "F", "F", "F", "O", "C", "C", "F", "F", "F", "F", "H", "H", "H", "H"], "positions_angstrom": [[3.7696, 2.6458, 3.2677], [2.9314, 2.6430, 2.4186], [2.6190, 1.0096, 1.3962], [2.1526, 3.8840, 2.0641], [0.7205, 3.6885, 1.8457], [0.1207, 2.7610, 2.7279], [0.3182, 2.6818, 3.9038], [-0.7386, 1.8940, 2.1161], [2.3925, 4.6468, 2.7900], [2.5653, 4.2190, 1.1169], [0.2282, 4.5679, 1.8327], [-1.3149, 2.4230, 1.5524], [-0.3714, -3.3069, -1.0553], [-1.8498, -3.4216, -1.4808], [-2.2072, -3.1277, -2.9410], [-1.9349, -1.8560, -3.2829], [-3.5368, -3.3175, -3.1131], [-2.6140, -2.6758, -0.6573], [-2.1989, -4.7235, -1.2770], [0.0513, -2.1271, -0.3807], [0.4905, -1.0060, -1.0512], [-0.3881, 0.2108, -0.7644], [-1.6600, -0.0095, -1.1540], [0.0834, 1.2734, -1.4580], [0.6394, -1.2385, -2.3674], [1.7208, -0.7177, -0.5674], [-0.2455, -4.0836, -0.3029], [0.3052, -3.5723, -1.8669], [-1.6722, -3.8033, -3.6141], [-0.3764, 0.4385, 0.3021]], "nbo_charge": [-0.4765, 0.5094, -0.0130, -0.3292, -0.7043, 0.8837, -0.5299, -0.6914, 0.2233, 0.2369, 0.4015, 0.4896, -0.1337, 0.5958, 0.5200, -0.3195, -0.3212, -0.3089, -0.3275, -0.5089, 0.8529, 0.4883, -0.3215, -0.3242, -0.3176, -0.3259, 0.2312, 0.2072, 0.1398, 0.1736]}

---

[3]
{"formula": "C21H34N6Pb", "method": "the ωB97M-V functional and the def2-TZVPD basis", "spin_multiplicity": 1, "e_tot_ev": -36503.3166, "lumo_ev": -6.49, "e_homo_ev": -13.249, "charge": 2, "species": ["Pb", "N", "C", "C", "C", "N", "C", "C", "N", "C", "H", "H", "H", "H", "H", "H", "H", "H", "H", "H", "H", "H", "H", "H", "H", "H", "C", "C", "C", "C", "C", "C", "C", "C", "H", "H", "H", "H", "H", "C", "C", "N", "C", "N", "C", "C", "C", "N", "C", "H", "H", "H", "H", "H", "H", "H", "H", "H", "H", "H", "H", "H"], "positions_angstrom": [[1.0038, -0.1076, 0.6793], [-2.2443, 2.0310, 3.0310], [-2.8257, 3.4213, 3.1944], [-1.7334, 4.4362, 3.5356], [-0.7270, 4.6858, 2.4078], [0.1882, 3.5318, 2.2593], [-1.4728, 4.9808, 1.0985], [-2.5693, 3.9743, 0.7273], [-1.9868, 2.6441, 0.3737], [-3.5445, 3.8069, 1.8982], [-1.4228, 1.9064, 3.6114], [-1.9477, 1.9793, 1.9823], [-2.9318, 1.3190, 3.2595], [-3.5368, 3.3812, 4.0170], [-1.2138, 4.1481, 4.4560], [-2.2373, 5.3806, 3.7496], [-0.1640, 5.5851, 2.6672], [0.8059, 3.4994, 3.0659], [0.8051, 3.7057, 1.4713], [-0.7605, 5.0833, 0.2734], [-1.9556, 5.9536, 1.2108], [-3.1130, 4.3686, -0.1317], [-1.0990, 2.7703, -0.0961], [-2.5982, 2.1428, -0.2633], [-4.3204, 3.0742, 1.6517], [-4.0498, 4.7590, 2.0650], [1.3478, -0.2258, -1.4614], [1.8446, -0.0544, -2.5627], [2.4235, 0.1466, -3.8528], [2.9310, -0.9476, -4.5630], [3.5563, -0.7505, -5.7807], [3.6755, 0.5324, -6.3011], [3.1588, 1.6203, -5.6075], [2.5360, 1.4334, -4.3869], [2.8338, -1.9434, -4.1497], [3.9560, -1.5961, -6.3260], [4.1727, 0.6844, -7.2506], [3.2477, 2.6156, -6.0231], [2.1303, 2.2788, -3.8469], [0.8301, -5.3633, -1.5736], [0.3774, -4.0481, -2.1697], [0.2868, -3.0387, -1.1124], [0.2518, -3.2860, 0.2078], [0.3358, -2.2399, 1.0606], [0.1282, -2.5270, 2.4872], [0.7872, -3.8380, 2.8654], [0.1202, -4.9205, 2.0461], [0.1150, -4.5528, 0.6239], [-0.0227, -5.6434, -0.3530], [1.8797, -5.3018, -1.2800], [0.7240, -6.1670, -2.3002], [-0.5951, -4.1652, -2.6482], [1.0813, -3.6943, -2.9199], [0.4578, -2.0811, -1.3851], [-0.9441, -2.5856, 2.7029], [0.5357, -1.7021, 3.0768], [0.6793, -4.0447, 3.9292], [1.8520, -3.7906, 2.6284], [-0.9068, -5.0747, 2.3872], [0.6451, -5.8686, 2.1470], [-1.0714, -5.7597, -0.6374], [0.2904, -6.5623, 0.1343]], "nbo_charge": [1.2917, -0.7407, -0.0413, -0.4328, -0.0549, -0.8822, -0.4269, -0.0516, -0.8652, -0.4376, 0.4333, 0.4796, 0.4264, 0.2348, 0.2233, 0.2523, 0.2078, 0.3735, 0.3701, 0.2222, 0.2434, 0.2188, 0.3840, 0.3903, 0.2256, 0.2537, -0.8137, 0.2481, -0.2402, -0.1571, -0.1910, -0.1624, -0.2009, -0.1535, 0.2134, 0.2317, 0.2343, 0.2328, 0.2180, -0.4234, -0.2102, -0.5910, 0.6639, -0.7907, -0.2213, -0.4273, -0.2025, -0.3959, -0.2094, 0.2183, 0.2486, 0.2071, 0.2209, 0.4359, 0.1900, 0.1987, 0.2439, 0.2180, 0.2049, 0.2258, 0.2095, 0.2291]}

---

[4]
{"formula": "C7H10N2O4SY", "method": "the ωB97M-V functional and the def2-TZVPD basis", "spin_multiplicity": 1, "e_tot_ev": -30437.0509, "lumo_ev": -14.38, "e_above_lowest_kj_mol": 73.1, "e_homo_ev": -20.829, "charge": 3, "species": ["Y", "O", "C", "C", "O", "C", "O", "C", "O", "H", "H", "C", "N", "C", "S", "N", "C", "H", "H", "H", "H", "H", "H", "H", "H"], "positions_angstrom": [[-0.4212, -1.1133, -1.0794], [-0.3043, 2.3468, -1.8392], [-0.3484, 1.2074, -1.6062], [-0.3298, -3.0696, -2.3860], [-0.2977, -4.0478, -3.0059], [1.8130, -0.8510, -1.8798], [2.8975, -0.7111, -2.2561], [-2.5577, -0.8553, -2.1097], [-3.5940, -0.7277, -2.6076], [-0.2978, -0.5911, -6.0521], [-0.2962, -1.3443, -6.0730], [1.7802, 0.6034, 2.9922], [1.2289, 0.0551, 1.7409], [-0.0942, -0.3404, 1.7088], [-0.5230, -1.9989, 1.3785], [-1.0546, 0.5478, 2.0037], [-0.8521, 2.0060, 1.9885], [0.9899, 0.9033, 3.6830], [2.4280, 1.4524, 2.7427], [2.3924, -0.1786, 3.4573], [1.8847, -0.6159, 1.3133], [-2.0219, 0.2037, 1.9260], [-1.5025, 2.4598, 1.2322], [-1.1183, 2.4393, 2.9671], [0.1989, 2.2200, 1.7607]], "nbo_charge": [1.5335, -0.2100, 0.4126, 0.4161, -0.1800, 0.4063, -0.2002, 0.4089, -0.1912, 0.0020, 0.0009, -0.4359, -0.5861, 0.2751, -0.0818, -0.4989, -0.4508, 0.2396, 0.2522, 0.2599, 0.4216, 0.4501, 0.2354, 0.2851, 0.2355]}

---

Copy entry 4 word for word.
{"formula": "C7H10N2O4SY", "method": "the ωB97M-V functional and the def2-TZVPD basis", "spin_multiplicity": 1, "e_tot_ev": -30437.0509, "lumo_ev": -14.38, "e_above_lowest_kj_mol": 73.1, "e_homo_ev": -20.829, "charge": 3, "species": ["Y", "O", "C", "C", "O", "C", "O", "C", "O", "H", "H", "C", "N", "C", "S", "N", "C", "H", "H", "H", "H", "H", "H", "H", "H"], "positions_angstrom": [[-0.4212, -1.1133, -1.0794], [-0.3043, 2.3468, -1.8392], [-0.3484, 1.2074, -1.6062], [-0.3298, -3.0696, -2.3860], [-0.2977, -4.0478, -3.0059], [1.8130, -0.8510, -1.8798], [2.8975, -0.7111, -2.2561], [-2.5577, -0.8553, -2.1097], [-3.5940, -0.7277, -2.6076], [-0.2978, -0.5911, -6.0521], [-0.2962, -1.3443, -6.0730], [1.7802, 0.6034, 2.9922], [1.2289, 0.0551, 1.7409], [-0.0942, -0.3404, 1.7088], [-0.5230, -1.9989, 1.3785], [-1.0546, 0.5478, 2.0037], [-0.8521, 2.0060, 1.9885], [0.9899, 0.9033, 3.6830], [2.4280, 1.4524, 2.7427], [2.3924, -0.1786, 3.4573], [1.8847, -0.6159, 1.3133], [-2.0219, 0.2037, 1.9260], [-1.5025, 2.4598, 1.2322], [-1.1183, 2.4393, 2.9671], [0.1989, 2.2200, 1.7607]], "nbo_charge": [1.5335, -0.2100, 0.4126, 0.4161, -0.1800, 0.4063, -0.2002, 0.4089, -0.1912, 0.0020, 0.0009, -0.4359, -0.5861, 0.2751, -0.0818, -0.4989, -0.4508, 0.2396, 0.2522, 0.2599, 0.4216, 0.4501, 0.2354, 0.2851, 0.2355]}